{
  "formula": "CHBrOS2",
  "method": "ωB97M-V/def2-TZVPD",
  "symbols": ["C", "O", "S", "S", "Br", "H"],
  "xyz": [[-0.349, -0.194, 0.539], [-0.520, -0.927, -1.369], [-1.338, -0.907, 1.511], [0.707, 1.059, 0.303], [0.381, -0.125, -2.552], [1.119, 1.095, 1.567]],
  "atomic_forces_ev_per_a": [[-1.348, -1.409, -1.557], [-1.481, -0.515, 4.430], [0.593, 0.063, -0.524], [0.750, 0.411, -0.638], [1.598, 1.379, -2.161], [-0.111, 0.070, 0.450]],
  "homo_lumo_gap_ev": 7.8,
  "homo_ha": -0.32273,
  "total_energy_ev": -94809.388,
  "de_lowest_ev": 4.289,
  "multiplicity": 1,
  "total_charge": 0,
  "lumo_energy_ha": -0.03735
}